DFT (the ωB97M-V functional and the def2-TZVPD basis) results for 8 unconnected molecules or ions with the total composition C23H65N3O12.

SMILES: COC[C@H](C)N.COC[C@H](C)N.COC[C@H](C)N.CC(C)O.OCCO.OCCO.OCCO.OCCO
2S+1: 1
Orbital gap in eV: 10.04
Molecular weight in g mol⁻¹: 575.78
HOMO level in eV: -9.44

Last columns: bonded neighbours and bond lengths (Å).
Cartesian coordinates (Å):
1 C -0.13 3.68 4.75  O2 1.429, H7 1.120, H8 1.114, H9 1.081
2 O 0.99 4.13 3.98  C1 1.429, C3 1.391
3 C 2.09 3.28 3.98  O2 1.391, C4 1.483, H10 1.093, H11 1.114
4 C 1.86 2.03 3.23  C3 1.483, C5 1.511, N6 1.453, H12 1.058
5 C 3.26 1.59 2.86  C4 1.511, H13 1.087, H14 1.098, H15 1.114
6 N 1.03 2.15 2.04  C4 1.453, H16 1.021, H17 1.021
7 H -0.49 2.67 4.45  C1 1.120
8 H -1.03 4.33 4.66  C1 1.114
9 H 0.09 3.66 5.81  C1 1.081
10 H 2.88 3.82 3.46  C3 1.093
11 H 2.49 3.07 5.00  C3 1.114
12 H 1.40 1.31 3.87  C4 1.058
13 H 3.82 2.31 2.27  C5 1.087
14 H 3.29 0.60 2.39  C5 1.098
15 H 3.86 1.44 3.79  C5 1.114
16 H 1.45 2.83 1.41  N6 1.021
17 H 0.15 2.64 2.22  N6 1.021
18 C 2.13 5.55 0.15  O19 1.416, H24 1.116, H25 1.096, H26 1.072
19 O 2.19 4.70 -0.99  C18 1.416, C20 1.412
20 C 0.99 4.33 -1.63  O19 1.412, C21 1.508, H27 1.121, H28 1.129
21 C 1.21 3.04 -2.37  C20 1.508, C22 1.507, N23 1.514, H29 1.106
22 C 2.38 3.18 -3.31  C21 1.507, H30 1.085, H31 1.071, H32 1.095
23 N -0.05 2.74 -3.15  C21 1.514, H33 1.008, H34 1.015
24 H 1.89 6.62 -0.06  C18 1.116
25 H 3.16 5.57 0.53  C18 1.096
26 H 1.54 5.14 0.95  C18 1.072
27 H 0.15 4.22 -0.89  C20 1.121
28 H 0.47 5.16 -2.18  C20 1.129
29 H 1.31 2.23 -1.62  C21 1.106
30 H 2.46 2.23 -3.83  C22 1.085
31 H 3.23 3.47 -2.73  C22 1.071
32 H 2.13 3.97 -4.03  C22 1.095
33 H 0.07 1.86 -3.64  N23 1.008
34 H -0.04 3.40 -3.93  N23 1.015
35 C 0.44 -4.93 2.97  O36 1.459, H41 1.059, H42 1.080, H43 1.059
36 O 0.53 -5.34 1.58  C35 1.459, C37 1.422
37 C 0.26 -4.22 0.75  O36 1.422, C38 1.542, H44 1.068, H45 1.108
38 C 0.17 -4.69 -0.72  C37 1.542, C39 1.507, N40 1.458, H46 1.114
39 C -1.02 -5.60 -0.89  C38 1.507, H47 1.134, H48 1.047, H49 1.082
40 N 1.46 -5.27 -1.06  C38 1.458, H50 1.026, H51 1.007
41 H 1.41 -4.56 3.19  C35 1.059
42 H 0.27 -5.79 3.60  C35 1.080
43 H -0.38 -4.26 3.06  C35 1.059
44 H -0.65 -3.72 1.01  C37 1.068
45 H 0.97 -3.39 0.94  C37 1.108
46 H 0.11 -3.73 -1.29  C38 1.114
47 H -1.95 -5.03 -0.56  C39 1.134
48 H -1.00 -6.46 -0.29  C39 1.047
49 H -1.22 -5.81 -1.93  C39 1.082
50 H 1.52 -5.64 -2.01  N40 1.026
51 H 1.60 -5.96 -0.34  N40 1.007
52 C -4.36 -2.78 -1.63  C53 1.526, H56 1.096, H57 1.115, H58 1.111
53 C -3.16 -1.95 -2.06  C52 1.526, C54 1.528, O55 1.417, H59 1.092
54 C -2.99 -1.63 -3.55  C53 1.528, H60 1.115, H61 1.088, H62 1.067
55 O -3.29 -0.81 -1.24  C53 1.417, H63 0.971
56 H -4.42 -3.78 -2.07  C52 1.096
57 H -5.29 -2.23 -1.92  C52 1.115
58 H -4.32 -2.90 -0.52  C52 1.111
59 H -2.29 -2.51 -1.71  C53 1.092
60 H -3.89 -1.10 -3.94  C54 1.115
61 H -2.93 -2.56 -4.11  C54 1.088
62 H -2.20 -0.94 -3.72  C54 1.067
63 H -3.05 -0.01 -1.74  O55 0.971
64 O -0.12 -1.09 3.51  C65 1.364, H68 0.956
65 C -1.44 -1.05 3.87  O64 1.364, C66 1.489, H69 1.131, H70 1.110
66 C -1.93 0.34 4.05  C65 1.489, O67 1.381, H71 1.147, H72 1.084
67 O -1.81 1.15 2.94  C66 1.381, H73 0.960
68 H 0.00 -1.25 2.57  O64 0.956
69 H -2.16 -1.56 3.16  C65 1.131
70 H -1.55 -1.63 4.82  C65 1.110
71 H -1.20 0.68 4.87  C66 1.147
72 H -2.94 0.27 4.43  C66 1.084
73 H -1.23 0.66 2.35  O67 0.960
74 O -1.27 -0.89 0.46  C75 1.411, H78 1.000
75 C -0.47 0.00 -0.29  O74 1.411, C76 1.476, H79 1.164, H80 1.100
76 C 0.97 -0.31 -0.21  C75 1.476, O77 1.405, H81 1.092, H82 1.096
77 O 1.38 -0.57 1.11  C76 1.405, H83 0.964
78 H -2.23 -0.70 0.24  O74 1.000
79 H -0.68 0.07 -1.43  C75 1.164
80 H -0.60 1.05 0.00  C75 1.100
81 H 1.47 0.50 -0.73  C76 1.092
82 H 1.22 -1.24 -0.74  C76 1.096
83 H 1.27 0.30 1.51  O77 0.964
84 O 3.93 -0.41 -0.69  C85 1.437, H88 0.941
85 C 4.83 -1.15 -1.53  O84 1.437, C86 1.496, H89 1.067, H90 1.097
86 C 4.55 -2.61 -1.69  C85 1.496, O87 1.451, H91 1.098, H92 1.094
87 O 3.20 -2.84 -2.17  C86 1.451, H93 0.957
88 H 3.52 -1.07 -0.15  O84 0.941
89 H 4.74 -0.67 -2.48  C85 1.067
90 H 5.85 -0.97 -1.18  C85 1.097
91 H 4.69 -3.19 -0.76  C86 1.098
92 H 5.24 -2.98 -2.45  C86 1.094
93 H 2.77 -3.56 -1.70  O87 0.957
94 O -2.70 1.69 -2.52  C95 1.419, H98 0.987
95 C -3.73 2.24 -3.32  O94 1.419, C96 1.492, H99 1.061, H100 1.131
96 C -5.10 2.12 -2.74  C95 1.492, O97 1.422, H101 1.075, H102 1.076
97 O -5.50 0.75 -2.73  C96 1.422, H103 0.955
98 H -1.86 2.12 -2.80  O94 0.987
99 H -3.56 3.29 -3.41  C95 1.061
100 H -3.86 1.80 -4.35  C95 1.131
101 H -5.82 2.65 -3.34  C96 1.075
102 H -5.12 2.48 -1.73  C96 1.076
103 H -5.27 0.19 -1.99  O97 0.955